The following is a quantum chemistry calculation of a cluster of 2 separate species, C3H8N2O in total, from the Open Molecules 2025 dataset.

Last column: Löwdin charge in e.
Geometry (Å):
C (-1.025, 0.101, -1.726)  -0.33
C (0.568, -0.634, 2.404)  -0.13
C (0.261, -0.118, -1.957)  -0.02
N (1.299, 0.511, 1.805)  -0.13
N (0.673, 1.201, 0.957)  0.06
O (-1.923, 0.001, -2.685)  0.02
H (-1.442, 0.306, -0.696)  0.11
H (1.234, -1.546, 2.312)  0.08
H (0.525, -0.504, 3.579)  0.11
H (-0.359, -0.795, 1.964)  0.02
H (1.061, -0.273, -1.228)  0.04
H (0.646, -0.164, -2.950)  0.04
H (-2.834, -0.014, -2.494)  0.08
H (1.318, 1.929, 0.716)  0.04

Output
Electronic energy in eV: -8265.271
E_HOMO in Ha: -0.3182
Structure (SMILES): [H]/N=N/C.C=CO
Strongest force on any atom in eV Å⁻¹: 3.57
ΔE to the lowest compared entry with this formula, charge and spin in kcal per mole: 93.5
2S+1: 1

The following is a quantum chemistry calculation of a structure of composition C3H8N2O, from the Open Molecules 2025 dataset.

Last column: Löwdin charge in e.
Geometry (Å):
C (0.153, -0.549, -1.137)  0.03
C (-1.054, 1.331, 0.109)  -0.05
C (-0.281, 0.031, 0.154)  -0.54
N (1.488, 0.206, -0.365)  0.09
O (0.257, -1.912, 1.189)  -0.15
N (-0.568, -0.735, 1.227)  -0.05
H (-0.078, -2.414, 1.946)  0.08
H (1.984, -0.445, 0.238)  0.08
H (1.692, 1.197, -0.460)  0.09
H (0.311, -1.623, -1.155)  0.10
H (-0.157, -0.034, -2.045)  0.10
H (-2.118, 1.119, -0.007)  0.08
H (-0.735, 1.951, -0.733)  0.07
H (-0.894, 1.876, 1.040)  0.08

Output
Electronic energy in eV: -8264.165
E_HOMO in Ha: -0.2594
Strongest force on any atom in eV Å⁻¹: 4.80
ΔE to the lowest compared entry with this formula, charge and spin in kcal per mole: 119.0
2S+1: 1

The following is a quantum chemistry calculation of the molecule C3H8N2O, from the Open Molecules 2025 dataset.

Last column: Löwdin charge in e.
Geometry (Å):
C (0.311, 0.880, -0.660)  -0.15
C (-0.818, -0.074, -0.874)  -0.26
C (-1.795, -0.066, 0.312)  -0.11
N (1.768, -0.595, -0.004)  -0.05
N (1.378, 0.648, 0.104)  -0.06
O (2.361, -0.959, 1.250)  -0.10
H (2.660, -1.870, 1.111)  0.08
H (1.831, 1.262, 0.786)  0.16
H (0.203, 1.893, -1.027)  0.10
H (-0.448, -1.095, -1.000)  0.09
H (-1.345, 0.181, -1.798)  0.10
H (-1.262, -0.324, 1.227)  0.07
H (-2.259, 0.914, 0.425)  0.07
H (-2.586, -0.798, 0.148)  0.07

Output
Electronic energy in eV: -8264.224
E_HOMO (spin up / spin down) in Ha: -0.2728 / -0.2583
Strongest force on any atom in eV Å⁻¹: 2.01
ΔE to the lowest compared entry with this formula, charge and spin in kcal per mole: 117.7
2S+1: 1

The following is a quantum chemistry calculation of the molecule C3H8N2O, from the Open Molecules 2025 dataset.

Last column: Löwdin charge in e.
Geometry (Å):
N (0.031, -0.139, -1.500)  0.04
C (0.195, -0.356, -0.068)  -0.37
C (1.629, -0.106, 0.387)  -0.06
C (-0.754, 0.582, 0.679)  -0.51
N (-2.077, 0.451, 0.312)  0.15
O (-0.426, 1.365, 1.541)  0.06
H (0.848, 0.212, -1.959)  0.06
H (-0.340, -0.912, -2.042)  0.08
H (-0.090, -1.355, 0.280)  0.14
H (2.217, 0.648, -0.129)  0.08
H (1.608, 0.115, 1.452)  0.07
H (2.228, -1.019, 0.321)  0.08
H (-2.781, 0.936, 0.824)  0.10
H (-2.289, -0.421, -0.098)  0.08

Output
Electronic energy in eV: -8268.676
E_HOMO in Ha: -0.3302
Structure (SMILES): C[C@H](N)C(N)=O
Strongest force on any atom in eV Å⁻¹: 1.34
ΔE to the lowest compared entry with this formula, charge and spin in kcal per mole: 15.0
2S+1: 1

The following is a quantum chemistry calculation of the molecule C3H8N2O, from the Open Molecules 2025 dataset.

Last column: Löwdin charge in e.
Geometry (Å):
C (0.794, -0.347, 0.768)  -0.28
C (-0.350, 0.472, 0.109)  -0.13
C (-0.302, 0.346, -1.396)  -0.54
N (-1.396, -0.321, -2.014)  0.12
O (0.688, 0.741, -1.970)  0.06
N (0.969, -0.094, 2.197)  0.00
H (1.675, -0.350, 0.125)  0.11
H (0.402, -1.383, 0.675)  0.12
H (-0.201, 1.546, 0.171)  0.12
H (-1.317, 0.117, 0.453)  0.10
H (-1.990, 0.146, -2.719)  0.11
H (-1.999, -0.666, -1.218)  0.10
H (1.577, 0.705, 2.252)  0.06
H (1.449, -0.910, 2.567)  0.07

Output
Electronic energy in eV: -8268.221
E_HOMO in Ha: -0.3536
Structure (SMILES): NCCC(N)=O
Strongest force on any atom in eV Å⁻¹: 2.23
ΔE to the lowest compared entry with this formula, charge and spin in kcal per mole: 25.5
2S+1: 1

The following is a quantum chemistry calculation of a cluster of 2 separate species, C3H8N2O in total, from the Open Molecules 2025 dataset.

Last column: Löwdin charge in e.
Geometry (Å):
N (1.310, -0.037, 1.326)  0.04
C (0.855, 1.053, 0.631)  -0.33
C (-0.352, 1.625, 0.809)  -0.08
H (0.623, -0.553, 1.854)  0.09
H (2.040, -0.586, 0.905)  0.08
H (1.555, 1.456, -0.088)  0.11
H (-1.071, 1.223, 1.505)  0.05
H (-0.617, 2.524, 0.284)  0.04
C (-0.326, -1.941, -1.345)  -0.06
O (-1.684, -0.012, -0.925)  -0.11
N (-0.282, -0.714, -1.104)  -0.01
H (-1.398, 0.923, -0.974)  0.03
H (0.503, -2.554, -1.005)  0.07
H (-1.157, -2.407, -1.873)  0.08

Output
Electronic energy in eV: -8264.664
E_HOMO in Ha: -0.2906
Structure (SMILES): C=CN.C=NO
Strongest force on any atom in eV Å⁻¹: 3.74
ΔE to the lowest compared entry with this formula, charge and spin in kcal per mole: 107.5
2S+1: 1

The following is a quantum chemistry calculation of the molecule C3H8N2O, from the Open Molecules 2025 dataset.

Last column: Löwdin charge in e.
Geometry (Å):
C (0.895, -1.541, -0.643)  -0.14
N (-0.415, -0.849, -0.547)  -0.14
C (-0.716, -0.305, 0.771)  -0.14
C (-0.425, 1.213, 0.901)  -0.52
N (-0.252, 1.965, -0.230)  0.14
O (-0.516, 1.743, 1.985)  0.05
H (1.503, -1.091, -1.450)  0.07
H (0.737, -2.602, -0.883)  0.06
H (1.589, -1.610, 0.253)  0.09
H (-0.571, -0.338, -1.395)  0.08
H (0.124, -0.717, 1.380)  0.12
H (-1.691, -0.672, 1.129)  0.12
H (0.049, 1.829, -1.178)  0.09
H (-0.312, 2.976, -0.093)  0.11

Output
Electronic energy in eV: -8267.718
E_HOMO in Ha: -0.3202
Structure (SMILES): CNCC(N)=O
Strongest force on any atom in eV Å⁻¹: 2.28
ΔE to the lowest compared entry with this formula, charge and spin in kcal per mole: 37.1
2S+1: 1

The following is a quantum chemistry calculation of a cluster of 2 separate species, C3H8N2O in total, from the Open Molecules 2025 dataset.

Last column: Löwdin charge in e.
Geometry (Å):
C (-2.211, -0.915, -1.008)  -0.13
C (-1.980, -0.221, 0.296)  -0.25
C (-2.111, 1.087, 0.446)  -0.03
H (-1.905, -0.898, 1.186)  0.11
H (-2.285, -0.217, -1.840)  0.07
H (-1.370, -1.583, -1.204)  0.07
H (-3.082, -1.570, -1.003)  0.07
H (-2.177, 1.770, -0.390)  0.05
H (-2.025, 1.573, 1.406)  0.04
O (4.433, -0.948, 0.352)  -0.12
N (3.868, 0.237, -0.272)  -0.07
N (3.327, 0.960, 0.551)  0.04
H (4.419, -1.157, 1.309)  0.09
H (3.098, 1.884, 0.171)  0.07

Output
Electronic energy in eV: -8264.816
E_HOMO in Ha: -0.3562
Structure (SMILES): [H]/N=N/O.C=CC
Strongest force on any atom in eV Å⁻¹: 2.58
ΔE to the lowest compared entry with this formula, charge and spin in kcal per mole: 104.0
2S+1: 1

The following is a quantum chemistry calculation of the molecule C3H8N2O, from the Open Molecules 2025 dataset.

Last column: Löwdin charge in e.
Geometry (Å):
C (-0.290, -0.031, 0.362)  -0.48
C (0.938, 0.564, -0.290)  -0.06
C (-1.581, 0.559, -0.237)  -0.07
N (2.121, 0.188, 0.051)  -0.16
N (-0.202, -1.457, 0.340)  0.04
O (3.158, 0.580, -0.564)  -0.13
H (-0.352, 0.292, 1.371)  0.12
H (0.863, 1.269, -1.133)  0.14
H (-1.549, 0.502, -1.320)  0.07
H (-1.706, 1.647, 0.183)  0.12
H (-2.433, -0.039, 0.007)  0.05
H (2.228, -0.457, 0.905)  0.20
H (-0.894, -1.835, 0.949)  0.07
H (-0.303, -1.781, -0.624)  0.09

Output
Electronic energy in eV: -8265.753
E_HOMO in Ha: -0.3111
Structure (SMILES): C[C@@H](N)/C=[NH+]/[O-]
Strongest force on any atom in eV Å⁻¹: 2.29
ΔE to the lowest compared entry with this formula, charge and spin in kcal per mole: 82.4
2S+1: 1

The following is a quantum chemistry calculation of the molecule C3H8N2O, from the Open Molecules 2025 dataset.

Last column: Löwdin charge in e.
Geometry (Å):
C (-2.134, -0.738, 0.016)  -0.17
C (-0.056, 0.555, -0.035)  -0.62
C (2.075, -0.798, 0.003)  -0.13
H (-2.487, -0.634, 1.216)  0.12
H (-2.576, -1.835, -0.487)  0.13
H (-2.479, 0.278, -0.582)  0.12
H (-0.144, -1.458, 0.647)  0.23
H (1.780, 1.314, 0.249)  0.15
H (1.728, -1.413, -0.835)  0.08
H (3.164, -0.602, -0.145)  0.10
H (1.906, -1.370, 0.898)  0.06
N (-0.694, -0.657, -0.127)  -0.08
N (1.330, 0.426, -0.021)  -0.02
O (-0.582, 1.653, 0.022)  0.04

Output
Electronic energy in eV: -8266.953
E_HOMO in Ha: -0.3473
Structure (SMILES): CNC(=O)NC
Strongest force on any atom in eV Å⁻¹: 5.78
ΔE to the lowest compared entry with this formula, charge and spin in kcal per mole: 54.7
2S+1: 1

The following is a quantum chemistry calculation of the molecule C3H8N2O, from the Open Molecules 2025 dataset.

Last column: Löwdin charge in e.
Geometry (Å):
N (1.426, 0.060, 0.452)  0.03
C (0.106, 0.561, 0.074)  -0.38
C (0.006, 0.664, -1.447)  -0.06
C (-1.032, -0.303, 0.631)  -0.53
N (-0.672, -1.514, 1.141)  0.16
O (-2.141, 0.173, 0.760)  0.05
H (2.110, 0.249, -0.264)  0.07
H (1.699, 0.389, 1.364)  0.08
H (-0.092, 1.559, 0.474)  0.14
H (0.211, -0.316, -1.870)  0.08
H (-0.986, 1.021, -1.715)  0.08
H (0.670, 1.436, -1.840)  0.08
H (-1.455, -2.042, 1.498)  0.11
H (0.150, -1.937, 0.743)  0.09

Output
Electronic energy in eV: -8269.030
E_HOMO in Ha: -0.3422
Structure (SMILES): C[C@H](N)C(N)=O
Strongest force on any atom in eV Å⁻¹: 1.07
ΔE to the lowest compared entry with this formula, charge and spin in kcal per mole: 6.8
2S+1: 1

The following is a quantum chemistry calculation of the molecule C3H8N2O, from the Open Molecules 2025 dataset.

Last column: Löwdin charge in e.
Geometry (Å):
O (0.925, -0.888, 1.566)  0.05
C (0.051, -0.950, 0.702)  -0.54
N (0.072, -0.089, -0.456)  0.03
C (0.980, 1.084, -0.667)  -0.24
N (0.351, 2.431, -0.319)  -0.02
C (-1.020, -1.908, 0.672)  -0.03
H (-0.301, -0.427, -1.290)  0.08
H (1.855, 0.811, -0.042)  0.10
H (1.404, 1.276, -1.756)  0.14
H (-0.165, 2.775, -1.159)  0.06
H (-0.270, 2.311, 0.485)  0.05
H (-2.009, -1.629, 0.207)  0.10
H (-0.613, -2.827, 0.261)  0.09
H (-1.260, -1.971, 1.795)  0.12

Output
Electronic energy in eV: -8267.879
E_HOMO in Ha: -0.3446
Structure (SMILES): CC(=O)NCN
Strongest force on any atom in eV Å⁻¹: 4.85
ΔE to the lowest compared entry with this formula, charge and spin in kcal per mole: 33.4
2S+1: 1

The following is a quantum chemistry calculation of the molecule C3H8N2O, from the Open Molecules 2025 dataset.

Last column: Löwdin charge in e.
Geometry (Å):
O (-1.525, 1.578, -0.534)  0.04
C (-1.438, 1.269, 0.627)  -0.24
C (-0.446, 0.271, 1.165)  -0.21
N (0.893, 0.361, 0.574)  -0.05
C (0.936, -0.113, -0.814)  -0.31
N (0.354, -1.452, -0.980)  0.01
H (-2.130, 1.708, 1.368)  0.11
H (-0.395, 0.443, 2.237)  0.11
H (-0.890, -0.717, 0.985)  0.11
H (1.396, -0.354, 1.063)  0.09
H (1.976, -0.080, -1.147)  0.11
H (0.458, 0.632, -1.451)  0.10
H (-0.275, -1.472, -1.779)  0.07
H (1.088, -2.074, -1.315)  0.06

Output
Electronic energy in eV: -8267.493
E_HOMO in Ha: -0.3435
Structure (SMILES): NCNCC=O
Strongest force on any atom in eV Å⁻¹: 1.06
ΔE to the lowest compared entry with this formula, charge and spin in kcal per mole: 42.3
2S+1: 1

The following is a quantum chemistry calculation of a cluster of 2 separate species, C3H8N2O2 in total, from the Open Molecules 2025 dataset.

Last column: Mulliken spin population.
Geometry (Å):
C (0.708, -2.080, -0.496)  0.01
N (0.227, -0.751, -0.480)  0.09
C (-1.142, -0.479, -0.691)  0.73
N (-1.643, 0.807, -0.386)  0.14
H (0.942, -2.490, 0.505)  -0.01
H (1.635, -2.170, -1.080)  -0.01
H (-0.048, -2.741, -0.920)  0.04
H (0.774, -0.007, -0.133)  -0.02
H (-1.790, -1.204, -1.128)  0.05
H (-1.064, 1.487, 0.126)  -0.02
H (-2.591, 0.936, -0.667)  -0.02
O (1.697, 1.218, 0.936)  0.00
C (0.998, 2.174, 1.322)  0.01
O (-0.186, 2.440, 1.016)  0.01
H (1.481, 2.859, 2.075)  0.00

Output
Electronic energy in eV: -10315.574
E_HOMO (spin up / spin down) in Ha: -0.0088 / -0.1475
Total charge: -1
Strongest force on any atom in eV Å⁻¹: 2.49
ΔE to the lowest compared entry with this formula, charge and spin in kcal per mole: 6.8
Expectation value of S²: 0.753
2S+1: 2

The following is a quantum chemistry calculation of a cluster of 2 separate species, C3H8N2O2 in total, from the Open Molecules 2025 dataset.

Last column: Löwdin charge in e.
Geometry (Å):
C (0.564, 1.697, -1.316)  -0.28
C (1.156, 2.598, -0.559)  -0.02
N (-0.653, 1.064, -1.017)  0.02
H (1.031, 1.350, -2.225)  0.10
H (2.108, 3.009, -0.867)  0.05
H (0.739, 2.972, 0.360)  0.05
H (-0.331, -0.240, 0.338)  0.07
H (-1.301, 1.640, -0.493)  0.11
H (-1.119, 0.645, -1.805)  0.10
N (-0.176, -2.962, 1.734)  0.17
C (-0.644, -1.995, 0.904)  -0.70
O (0.083, -0.878, 0.968)  0.08
O (-1.584, -2.152, 0.160)  0.06
H (-0.564, -3.875, 1.594)  0.11
H (0.692, -2.873, 2.224)  0.10

Output
Electronic energy in eV: -10316.493
E_HOMO in Ha: -0.3296
Structure (SMILES): NC(=O)O.C=CN
Strongest force on any atom in eV Å⁻¹: 0.72
ΔE to the lowest compared entry with this formula, charge and spin in kcal per mole: 10.6
2S+1: 1

The following is a quantum chemistry calculation of a structure of composition C3H8N2O2, from the Open Molecules 2025 dataset.

Last column: Löwdin charge in e.
Geometry (Å):
C (-3.007, 0.060, -0.061)  -0.26
N (-3.692, -1.234, -0.173)  0.06
C (4.232, -0.206, -0.231)  -0.36
O (5.419, 0.403, 0.339)  0.02
O (4.094, -1.352, -0.536)  0.10
C (-1.588, 0.152, 0.591)  -0.32
N (-0.595, 1.183, 0.387)  0.04
H (-3.815, 0.147, 0.665)  0.10
H (-2.928, 0.457, -1.067)  0.12
H (-3.449, -1.756, -1.023)  0.03
H (3.451, 0.468, -0.599)  0.15
H (-1.671, -0.113, 1.643)  0.13
H (-0.889, -0.487, 0.052)  0.09
H (-1.016, 2.085, 0.659)  0.02
H (5.455, 0.192, -0.647)  0.08

Output
Electronic energy in eV: -10305.885
E_HOMO in Ha: -0.3029
Strongest force on any atom in eV Å⁻¹: 6.72
ΔE to the lowest compared entry with this formula, charge and spin in kcal per mole: 255.2
2S+1: 1